(1)
The following is a quantum chemistry calculation of a 3-piece molecular cluster, C3H10NO2 overall in a non-equilibrium geometry, from the Open Molecules 2025 dataset.

Calculated values
**Kohn-Sham gap**: 9.798 eV

```
! wB97M-V def2-TZVPD RIJCOSX def2/J DEFGRID3
* xyz 1 1
C -0.59 -0.22 0.71
C -1.74 0.30 0.34
C 1.57 0.23 -0.29
N 0.38 -0.23 -0.39
H -0.22 -0.42 1.64
H -2.18 0.57 -0.66
H -2.69 0.52 0.95
H 2.38 0.47 -1.20
H 2.11 0.46 0.62
H -0.12 -0.42 -1.35
H -4.64 -1.61 1.68
H -5.43 -0.92 0.71
O -4.51 -1.21 0.84
H 5.33 0.73 -1.94
H 5.52 1.05 -0.54
O 4.84 0.70 -1.11
*
```


(2)
The following is a quantum chemistry calculation of a 2-piece molecular cluster, C3H10NO2 overall in a non-equilibrium geometry, from the Open Molecules 2025 dataset.

Calculated values
**Kohn-Sham gap**: 10.851 eV

```
! wB97M-V def2-TZVPD RIJCOSX def2/J DEFGRID3
* xyz 1 1
O -1.10 -1.03 -1.67
C 0.03 -1.04 -1.29
C 0.67 0.27 -0.76
C 1.98 -0.01 -0.04
N -0.35 0.84 0.17
H 0.67 -1.93 -1.30
H 0.81 0.89 -1.65
H 2.28 0.85 0.52
H 1.89 -0.79 0.73
H 2.78 -0.22 -0.74
H 0.05 1.22 1.04
H -0.82 1.66 -0.22
H -1.16 0.20 0.50
H -3.22 -0.21 1.10
H -2.18 -0.69 2.14
O -2.35 -0.02 1.46
*
```


(3)
The following is a quantum chemistry calculation of an isolated ion of composition C3H10NO2 and charge +1 in a non-equilibrium geometry, from the Open Molecules 2025 dataset.

Calculated values
**Kohn-Sham gap**: 13.203 eV

```
! wB97M-V def2-TZVPD RIJCOSX def2/J DEFGRID3
* xyz 1 1
C 0.57 1.01 -0.96
N 0.35 0.23 0.28
C 1.40 -0.75 0.69
C -1.09 -0.43 0.22
O -1.30 -0.95 -1.00
O -2.05 0.52 0.56
H 0.60 0.25 -1.80
H -0.13 1.90 -0.90
H 1.56 1.56 -1.10
H 0.36 0.90 1.04
H 1.51 -1.36 -0.22
H 2.27 -0.35 1.15
H 1.06 -1.36 1.53
H -0.92 -1.24 0.93
H -1.48 -0.28 -1.69
H -2.71 0.37 1.27
*
```


(4)
The following is a quantum chemistry calculation of a 2-piece molecular cluster, C3H10NO2PS overall in a non-equilibrium geometry, from the Open Molecules 2025 dataset.

Calculated values
**Kohn-Sham gap**: 10.089 eV

```
! wB97M-V def2-TZVPD RIJCOSX def2/J DEFGRID3
* xyz 0 1
C 1.73 2.24 -0.44
N 1.69 0.96 0.13
P 2.62 -0.34 -0.42
O 3.47 -0.04 -1.53
S 2.64 -1.96 0.63
H 0.91 2.31 -1.21
H 1.61 3.01 0.37
H 2.70 2.33 -0.95
H 1.02 0.63 0.90
C -0.56 -0.91 -1.05
C -1.05 -1.30 0.35
O -0.11 -0.74 1.33
H 0.42 -1.45 -1.17
H -1.21 -1.52 -1.78
H -0.42 0.17 -1.16
H -1.05 -2.42 0.54
H -2.05 -0.94 0.60
H 0.70 -1.23 1.19
*
```


(5)
The following is a quantum chemistry calculation of a 2-piece molecular cluster, C3H10NO2S overall in a non-equilibrium geometry, from the Open Molecules 2025 dataset.

Calculated values
**Kohn-Sham gap**: 6.686 eV

```
! wB97M-V def2-TZVPD RIJCOSX def2/J DEFGRID3
* xyz -1 1
C -0.30 0.19 0.96
O 0.13 1.44 1.23
C 0.29 -0.48 -0.42
C 1.75 -0.70 -0.46
S 2.14 -2.42 -1.12
N -0.31 0.31 -1.44
H -0.27 -0.56 1.85
H -1.46 0.22 0.82
H -0.33 -1.39 -0.24
H 2.18 -0.66 0.49
H 2.37 0.00 -1.02
H 1.14 -3.02 -1.80
H -0.17 1.40 -1.21
H -1.35 0.12 -1.40
H -1.31 2.05 1.66
H -2.25 1.35 0.82
O -2.27 2.15 1.29
*
```


(6)
The following is a quantum chemistry calculation of a 2-piece molecular cluster, C3H10NO2S overall in a non-equilibrium geometry, from the Open Molecules 2025 dataset.

Calculated values
**Kohn-Sham gap (alpha / beta)**: 7.850 / 7.656 eV

```
! wB97M-V def2-TZVPD RIJCOSX def2/J DEFGRID3
* xyz 1 1
C 1.28 -0.38 -0.01
C -0.70 0.66 -1.02
C -0.80 -1.22 0.48
N -0.10 -0.12 -0.07
O -0.50 1.11 1.49
O -0.40 2.31 0.97
S 0.70 3.48 1.42
H 1.86 0.32 -0.56
H 1.49 -0.62 1.02
H 1.51 -1.37 -0.42
H 0.14 1.35 -1.58
H -1.25 0.04 -1.78
H -1.26 1.46 -0.44
H -0.55 -2.14 -0.04
H -0.44 -1.35 1.53
H -1.91 -1.06 0.46
H 1.11 2.95 2.64
*
```


(7)
The following is a quantum chemistry calculation of a 2-piece molecular cluster, C3H10NO2S2 overall in a non-equilibrium geometry, from the Open Molecules 2025 dataset.

Calculated values
**Kohn-Sham gap**: 6.581 eV

```
! wB97M-V def2-TZVPD RIJCOSX def2/J DEFGRID3
* xyz -1 1
N -0.33 2.20 -0.36
C -0.14 0.82 0.10
C -0.27 -0.20 -1.03
O 0.91 -0.32 -1.79
C -1.13 0.56 1.24
S -0.52 -0.62 2.49
S -0.31 -2.45 1.62
H 0.14 2.39 -1.23
H -1.31 2.39 -0.50
H 0.86 0.76 0.45
H -0.63 -1.17 -0.67
H -1.07 0.10 -1.70
H -2.07 0.17 0.84
H -1.19 1.48 1.76
H 2.36 -1.17 0.26
H 1.25 -2.14 0.24
H 1.43 -0.97 -1.37
O 2.00 -1.84 -0.35
*
```


(8)
The following is a quantum chemistry calculation of C3H10NO3 as an isolated structure in a non-equilibrium geometry, from the Open Molecules 2025 dataset.

Calculated values
**Kohn-Sham gap**: 7.861 eV

```
! wB97M-V def2-TZVPD RIJCOSX def2/J DEFGRID3
* xyz -1 1
C 0.14 -0.12 -1.17
O -1.06 -0.84 -1.39
C 1.01 -0.44 0.13
C 0.34 0.15 1.36
O -0.92 -0.48 1.54
N 2.26 0.41 -0.28
H 0.83 -0.28 -2.01
H -0.08 0.95 -1.35
H 0.72 -1.50 0.26
H 0.06 1.20 1.21
H 0.96 0.07 2.25
H -1.65 -0.02 1.06
H 2.06 -0.65 -0.60
H 2.97 0.03 0.35
H -3.02 1.28 -0.59
H -1.68 -0.31 -0.79
O -2.91 0.54 0.01
*
```


(9)
The following is a quantum chemistry calculation of a 2-piece molecular cluster, C3H10NO3 overall in a non-equilibrium geometry, from the Open Molecules 2025 dataset.

Calculated values
**Kohn-Sham gap**: 11.674 eV

```
! wB97M-V def2-TZVPD RIJCOSX def2/J DEFGRID3
* xyz 1 1
C -0.64 0.32 -1.71
C -1.27 0.78 -0.43
C -0.92 -0.14 0.73
O -1.53 0.29 1.83
O -0.03 -0.96 0.67
N 0.87 0.24 -1.67
H -0.97 -0.69 -1.94
H -0.93 0.90 -2.57
H -2.35 0.80 -0.58
H -0.97 1.75 -0.05
H -1.26 -0.27 2.58
H 1.36 1.11 -1.85
H 1.13 -0.55 -2.27
H 1.17 -0.07 -0.71
H 2.36 -0.60 1.46
H 3.10 -1.02 0.15
O 2.50 -0.37 0.54
*
```


(10)
The following is a quantum chemistry calculation of a 2-piece molecular cluster, C3H10NO3 overall in a non-equilibrium geometry, from the Open Molecules 2025 dataset.

Calculated values
**Kohn-Sham gap**: 11.182 eV

```
! wB97M-V def2-TZVPD RIJCOSX def2/J DEFGRID3
* xyz 1 1
C 1.99 -0.78 -0.18
C 0.75 0.16 -0.33
C -0.39 -0.39 0.49
N -2.13 0.72 -0.62
O 0.94 1.39 0.32
O -0.62 0.15 1.68
O -0.80 -1.60 0.27
H 3.05 -0.50 -0.40
H 1.94 -0.96 0.88
H 1.90 -1.85 -0.71
H 0.52 0.24 -1.37
H -2.51 -0.04 -1.22
H -2.97 1.00 -0.10
H -1.61 1.37 -1.21
H 1.66 1.90 -0.19
H -0.21 1.09 1.84
H -1.51 -1.90 0.85
*
```


(11)
The following is a quantum chemistry calculation of a 2-piece molecular cluster, C3H10NO3P overall in a non-equilibrium geometry, from the Open Molecules 2025 dataset.

Calculated values
**Kohn-Sham gap**: 10.143 eV

```
! wB97M-V def2-TZVPD RIJCOSX def2/J DEFGRID3
* xyz 0 1
H -0.38 -1.00 -1.49
N 0.28 -0.32 -0.86
C 1.51 -0.68 -0.93
C 2.53 0.34 -0.44
C 2.14 0.92 0.99
H 1.88 -1.55 -1.63
H 3.49 -0.13 -0.29
H 2.93 1.18 -1.22
H 3.05 1.18 1.33
H 1.24 1.65 1.08
H 1.78 -0.08 1.48
O -2.19 -1.33 0.46
P -2.17 0.29 0.38
O -2.76 0.27 -1.14
O -3.69 0.26 0.99
H -1.99 -1.68 1.32
H -3.49 -0.41 -0.95
H -4.14 1.08 0.93
*
```


(12)
The following is a quantum chemistry calculation of a 3-piece molecular cluster, C3H10NO4 overall in a non-equilibrium geometry, from the Open Molecules 2025 dataset.

Calculated values
**Kohn-Sham gap**: 8.981 eV

```
! wB97M-V def2-TZVPD RIJCOSX def2/J DEFGRID3
* xyz -1 1
O -1.29 -0.30 -0.19
C -0.02 -0.27 -0.34
O 0.58 0.55 -1.15
C 0.82 -1.16 0.65
C 0.44 -0.88 2.07
N 2.30 -1.26 0.40
H 0.48 -2.20 0.40
H -0.53 -1.35 2.28
H 1.08 -1.33 2.83
H 0.28 0.11 2.35
H 2.62 -0.64 -0.44
H 2.86 -1.08 1.17
H 0.64 2.30 -0.67
H 1.93 2.14 -0.02
O 1.32 2.86 -0.21
H -4.07 0.78 -1.30
H -2.97 -0.14 -0.89
O -3.85 -0.10 -1.29
*
```


These records have relative energy (zero: lowest compared OMol25 entry of this formula, charge and spin) values of 323.3 96.4 171.6 79.9 180.7 735.4 24.7 318.0 42.9 229.7 166.4 113.1 kJ/mol, in the order they appear.
These records have DFT total energy values of -325.1944 -325.2808 -325.2522 -1065.0986 -723.6752 -723.2006 -1121.9660 -400.6664 -400.5683 -400.4972 -742.1123 -476.0926 Ha, in the order they appear.